The following is a DFT calculation (wB97M-V/def2-TZVPD) of a structure of composition C13H20AlCrF3O13S at a distorted geometry.

Geometry as ORCA input:
```
! RIJCOSX wB97M-V def2-TZVPD def2/J DEFGRID3
* xyz 1 4
Al 8.096 -1.863 -27.292
Cr 9.296 -3.906 -23.611
C 7.381 -6.808 -25.750
C 8.471 -5.834 -25.412
O 8.520 -4.687 -25.946
O 9.265 -5.932 -24.473
H 7.233 -7.641 -25.069
H 7.651 -7.149 -26.754
H 6.444 -6.261 -25.862
C 10.951 -3.612 -19.905
C 10.603 -3.691 -21.383
O 10.321 -4.788 -21.935
O 10.270 -2.691 -22.068
H 10.024 -3.828 -19.375
H 11.331 -2.635 -19.609
H 11.725 -4.297 -19.565
C 12.425 -4.695 -26.851
F 13.209 -5.352 -26.016
F 13.047 -4.274 -27.919
F 11.413 -5.506 -27.192
S 11.688 -3.132 -25.858
O 10.684 -2.589 -26.796
O 10.999 -3.686 -24.686
O 12.847 -2.337 -25.585
O 8.742 -2.315 -24.545
H 8.599 -1.612 -23.900
O 7.591 -4.205 -22.761
H 6.871 -4.206 -22.124
O 10.605 0.180 -25.998
C 10.840 0.845 -25.032
O 10.392 2.114 -24.865
C 10.955 2.749 -23.718
C 12.013 1.834 -23.197
C 11.628 0.471 -23.724
H 10.176 2.852 -22.961
H 11.339 3.729 -23.995
H 11.922 1.913 -22.111
H 13.046 2.116 -23.398
H 10.878 0.002 -23.082
H 12.424 -0.242 -23.919
O 5.782 1.959 -21.007
C 6.174 0.826 -20.937
O 7.220 0.482 -21.699
C 7.588 -0.897 -21.488
C 6.439 -1.513 -20.693
C 5.823 -0.299 -19.952
H 8.522 -0.760 -20.938
H 7.836 -1.491 -22.369
H 6.970 -2.296 -20.144
H 5.782 -2.078 -21.356
H 6.445 -0.136 -19.074
H 4.743 -0.391 -19.921
*
```

Results
* molar mass: 552.33 g/mol
* energy above the lowest of the compared OMol25 structures with the same formula, charge and spin: 35.5 kcal/mol
* E_HOMO (spin up / spin down): -12.42 / -12.42 eV
* E: -3469.85604 a.u.
* largest force on an atom: 3.549 eV Å⁻¹

The following is a DFT calculation (wB97M-V/def2-TZVPD) of a structure of composition C5H10O2 at a distorted geometry.

Geometry as ORCA input:
```
! RIJCOSX wB97M-V def2-TZVPD def2/J DEFGRID3
* xyz 0 1
C 2.195 -0.321 -0.771
C 0.684 -0.233 -0.817
C 0.119 -0.261 0.633
O 0.353 0.876 1.427
C -1.359 -0.319 0.516
C -2.095 0.761 -0.224
O -1.644 1.728 -0.787
H 2.624 -0.263 -1.773
H 2.572 0.509 -0.169
H 2.515 -1.263 -0.311
H 0.349 0.687 -1.306
H 0.282 -1.086 -1.400
H 0.505 -1.180 1.120
H -0.546 0.879 2.006
H -1.666 0.191 1.793
H -1.702 -1.321 0.170
H -3.187 0.616 -0.107
*
```

Results
* molar mass: 102.13 g/mol
* energy above the lowest of the compared OMol25 structures with the same formula, charge and spin: 78.3 kcal/mol
* E_HOMO: -9.79 eV
* E: -346.90065 a.u.
* largest force on an atom: 4.155 eV Å⁻¹

The following is a DFT calculation (wB97M-V/def2-TZVPD) of the molecule C20H33NO2.

Geometry as ORCA input:
```
! RIJCOSX wB97M-V def2-TZVPD def2/J DEFGRID3
* xyz 0 1
C 3.163 -5.842 -4.970
H 3.243 -6.867 -5.323
C 2.231 -5.769 -3.768
C 2.097 -4.341 -3.250
O 1.218 -4.361 -2.146
C 0.923 -3.187 -1.522
C 1.434 -1.942 -1.866
C 1.056 -0.819 -1.151
C 0.164 -0.892 -0.090
C -0.340 -2.143 0.249
C 0.032 -3.271 -0.452
H -0.361 -4.240 -0.189
H -1.035 -2.259 1.066
C -0.170 0.390 0.662
O -0.053 1.454 -0.266
H -0.512 2.216 0.137
C 0.899 0.600 1.765
C 0.918 -0.448 2.872
C 2.074 -0.206 3.836
H 1.991 0.778 4.295
H 3.025 -0.258 3.311
H 2.077 -0.953 4.626
H 1.020 -1.441 2.429
H -0.020 -0.423 3.430
H 0.759 1.593 2.197
H 1.868 0.602 1.261
C -1.607 0.358 1.222
H -1.733 -0.495 1.885
H -2.280 0.223 0.373
C -2.007 1.609 2.016
N -1.853 2.837 1.250
C -1.626 4.011 2.073
C -1.231 5.193 1.191
C -2.333 5.483 0.179
C -2.623 4.214 -0.616
C -2.959 3.068 0.334
H -3.130 2.157 -0.242
H -3.885 3.304 0.889
H -3.457 4.373 -1.302
H -1.744 3.939 -1.201
H -2.031 6.290 -0.490
H -3.237 5.801 0.704
H -1.044 6.067 1.818
H -0.309 4.945 0.663
H -0.817 3.793 2.776
H -2.525 4.273 2.660
H -1.374 1.681 2.903
H -3.046 1.485 2.367
H 1.449 0.145 -1.429
H 2.127 -1.830 -2.685
H 3.082 -3.958 -2.946
H 1.699 -3.690 -4.042
H 2.608 -6.398 -2.960
H 1.239 -6.134 -4.038
H 2.787 -5.226 -5.784
H 4.157 -5.490 -4.706
*
```

Results
* molar mass: 319.49 g/mol
* energy above the lowest of the compared OMol25 structures with the same formula, charge and spin: 21.3 kcal/mol
* E_HOMO: -8.07 eV
* E: -987.12675 a.u.
* largest force on an atom: 0.410 eV Å⁻¹
* SMILES: CCCOc1ccc([C@](O)(CCC)CCN2CCCCC2)cc1

The following is a DFT calculation (wB97M-V/def2-TZVPD) of the molecule C21H29N3O4 at a distorted geometry.

Geometry as ORCA input:
```
! RIJCOSX wB97M-V def2-TZVPD def2/J DEFGRID3
* xyz 0 1
C 1.977 -0.590 2.015
C 0.751 0.120 2.577
C 0.940 1.635 2.624
C -0.310 2.344 3.144
C -0.210 3.870 3.041
C -1.578 4.561 3.091
C -2.248 4.707 1.713
C -2.435 3.353 1.065
O -3.347 2.592 1.305
N -1.460 3.054 0.167
N -1.269 1.764 -0.303
C -0.087 1.445 -0.836
O 0.770 2.332 -1.039
C 0.154 0.034 -1.170
C 1.341 -0.295 -1.799
O 2.248 0.604 -2.129
H 1.905 1.495 -1.802
C 1.614 -1.671 -2.112
C 2.795 -2.016 -2.783
C 3.071 -3.325 -3.088
C 2.160 -4.311 -2.717
C 0.998 -3.994 -2.053
C 0.688 -2.664 -1.731
N -0.462 -2.303 -1.073
C -0.788 -0.988 -0.780
O -1.847 -0.753 -0.198
C -1.434 -3.279 -0.599
C -1.220 -3.629 0.876
C 0.080 -4.374 1.147
H 0.940 -3.801 0.806
H 0.191 -4.550 2.214
H 0.088 -5.339 0.643
H -2.065 -4.238 1.203
H -1.239 -2.702 1.451
H -1.408 -4.169 -1.226
H -2.418 -2.812 -0.701
H 0.334 -4.796 -1.782
H 2.366 -5.345 -2.951
H 3.979 -3.589 -3.606
H 3.472 -1.221 -3.051
H -1.946 1.039 -0.036
H -0.631 3.623 0.025
H -3.231 5.159 1.849
H -1.645 5.354 1.074
H -2.241 3.996 3.748
H -1.466 5.563 3.510
H 0.304 4.145 2.116
H 0.407 4.236 3.864
H -1.174 1.987 2.584
H -0.476 2.066 4.187
H 1.173 1.995 1.619
H 1.793 1.878 3.261
H -0.119 -0.113 1.959
H 0.547 -0.250 3.584
H 2.848 -0.398 2.638
H 1.814 -1.664 1.976
H 2.196 -0.239 1.009
*
```

Results
* molar mass: 387.48 g/mol
* energy above the lowest of the compared OMol25 structures with the same formula, charge and spin: 2.3 kcal/mol
* E_HOMO: -8.72 eV
* E: -1282.92880 a.u.
* largest force on an atom: 1.004 eV Å⁻¹
* SMILES: CCCCCCCC(=O)NNC(=O)c1c(O)c2ccccc2n(CCC)c1=O

The following is a DFT calculation (wB97M-V/def2-TZVPD) of the molecule C18H23N3O.

Geometry as ORCA input:
```
! RIJCOSX wB97M-V def2-TZVPD def2/J DEFGRID3
* xyz 0 1
O 2.427 1.619 0.599
C 2.618 0.633 -0.085
N 3.873 0.196 -0.358
C 4.250 -1.017 -1.046
H 3.403 -1.439 -1.583
C 4.817 -2.032 -0.051
C 6.013 -1.425 0.678
C 5.604 -0.112 1.340
C 4.998 0.832 0.302
H 4.631 1.745 0.773
H 5.748 1.092 -0.454
H 6.466 0.365 1.808
H 4.859 -0.307 2.114
H 6.390 -2.123 1.428
H 6.816 -1.237 -0.039
H 5.112 -2.939 -0.581
H 4.043 -2.295 0.673
H 5.025 -0.761 -1.780
C 1.481 -0.169 -0.717
N 0.185 0.342 -0.339
C -0.121 1.632 -0.932
H 0.770 2.256 -0.879
C -1.254 2.300 -0.148
C -2.351 1.307 -0.029
C -2.188 -0.031 -0.230
C -3.458 -0.647 -0.031
C -3.929 -1.957 -0.096
C -5.260 -2.194 0.164
C -6.135 -1.154 0.487
C -5.698 0.152 0.558
C -4.358 0.400 0.298
N -3.658 1.575 0.290
H -4.033 2.483 0.502
H -6.375 0.957 0.808
H -7.173 -1.380 0.685
H -5.644 -3.204 0.120
H -3.259 -2.767 -0.345
C -0.869 -0.627 -0.590
H -0.678 -1.515 0.022
H -0.882 -0.950 -1.653
H -1.586 3.209 -0.655
H -0.881 2.573 0.843
H -0.418 1.524 -1.992
H 1.619 -0.182 -1.817
H 1.549 -1.198 -0.351
*
```

Results
* molar mass: 297.40 g/mol
* energy above the lowest of the compared OMol25 structures with the same formula, charge and spin: 18.3 kcal/mol
* E_HOMO: -7.55 eV
* E: -939.24268 a.u.
* largest force on an atom: 0.576 eV Å⁻¹
* SMILES: O=C(CN1CCc2[nH]c3ccccc3c2C1)N1CCCCC1

The following is a DFT calculation (wB97M-V/def2-TZVPD) of the molecule C3H6N2O2.

Geometry as ORCA input:
```
! RIJCOSX wB97M-V def2-TZVPD def2/J DEFGRID3
* xyz 0 1
C -0.872 2.010 -0.750
O -0.009 1.296 0.140
C -0.045 -0.033 -0.014
N -0.829 -0.583 -0.845
N 0.879 -0.620 0.859
C 1.092 -1.973 0.957
O 1.900 -2.488 1.691
H -0.927 3.024 -0.359
H -1.857 1.544 -0.789
H -0.451 1.996 -1.759
H -0.780 -1.593 -0.857
H 1.457 -0.021 1.436
H 0.443 -2.558 0.290
*
```

Results
* molar mass: 102.09 g/mol
* energy above the lowest of the compared OMol25 structures with the same formula, charge and spin: 32.0 kcal/mol
* E_HOMO: -10.21 eV
* E: -377.90834 a.u.
* largest force on an atom: 0.399 eV Å⁻¹
* SMILES: [H]/N=C(\NC=O)OC

> Among the records above, which one has the highest largest force on an atom?

C5H10O2

Copy entry 6 word for word.
The following is a DFT calculation (wB97M-V/def2-TZVPD) of the molecule C3H6N2O2.

Geometry as ORCA input:
```
! RIJCOSX wB97M-V def2-TZVPD def2/J DEFGRID3
* xyz 0 1
C -0.872 2.010 -0.750
O -0.009 1.296 0.140
C -0.045 -0.033 -0.014
N -0.829 -0.583 -0.845
N 0.879 -0.620 0.859
C 1.092 -1.973 0.957
O 1.900 -2.488 1.691
H -0.927 3.024 -0.359
H -1.857 1.544 -0.789
H -0.451 1.996 -1.759
H -0.780 -1.593 -0.857
H 1.457 -0.021 1.436
H 0.443 -2.558 0.290
*
```

Results
* molar mass: 102.09 g/mol
* energy above the lowest of the compared OMol25 structures with the same formula, charge and spin: 32.0 kcal/mol
* E_HOMO: -10.21 eV
* E: -377.90834 a.u.
* largest force on an atom: 0.399 eV Å⁻¹
* SMILES: [H]/N=C(\NC=O)OC

> Which of these has the lowest E?

C13H20AlCrF3O13S

Copy entry 6 word for word.
The following is a DFT calculation (wB97M-V/def2-TZVPD) of the molecule C3H6N2O2.

Geometry as ORCA input:
```
! RIJCOSX wB97M-V def2-TZVPD def2/J DEFGRID3
* xyz 0 1
C -0.872 2.010 -0.750
O -0.009 1.296 0.140
C -0.045 -0.033 -0.014
N -0.829 -0.583 -0.845
N 0.879 -0.620 0.859
C 1.092 -1.973 0.957
O 1.900 -2.488 1.691
H -0.927 3.024 -0.359
H -1.857 1.544 -0.789
H -0.451 1.996 -1.759
H -0.780 -1.593 -0.857
H 1.457 -0.021 1.436
H 0.443 -2.558 0.290
*
```

Results
* molar mass: 102.09 g/mol
* energy above the lowest of the compared OMol25 structures with the same formula, charge and spin: 32.0 kcal/mol
* E_HOMO: -10.21 eV
* E: -377.90834 a.u.
* largest force on an atom: 0.399 eV Å⁻¹
* SMILES: [H]/N=C(\NC=O)OC